Record 1
Entry from the OMol25 dataset: a structure of composition C45H62AlClGe2NO3SSi3 (the ωB97M-V functional and the def2-TZVPD basis).

```
119
Properties=species:S:1:pos:R:3
H -6.45251 -2.42760 -0.72410
C -6.83616 -1.44095 -0.96622
H -5.46330 3.40805 4.58798
H 3.01595 -3.18295 -0.43960
Si 2.08866 1.80264 -3.14706
C 1.04606 -1.67932 1.82692
C -5.50407 1.71083 3.27342
H -2.52768 -2.91901 2.26850
H -4.90469 0.91909 -2.65816
C 0.16731 -3.65315 -1.07733
H -3.61386 -2.12130 3.40944
H 3.47778 -2.29065 -5.36026
H 3.51452 2.99117 -4.80071
H -0.16686 2.79319 -2.80906
H 4.94493 -0.88586 0.46612
C -8.06338 -0.00899 -2.46012
C 0.80392 -3.25425 -4.44661
H -0.18879 -6.99415 -0.53049
N -1.51851 -1.87599 -1.19121
C -1.79511 -5.55467 -0.65934
H 1.52651 0.27620 2.46758
H -3.50514 4.43844 3.47863
C -3.16851 -2.04125 2.41759
Ge 1.48690 -0.36995 -2.30828
H 1.65782 -3.88800 -4.17673
H 0.38473 0.35522 -5.93540
C -3.82125 -1.96364 -4.12138
C 0.51056 -4.98661 -0.89404
C -7.78863 1.07563 -1.63895
H 0.84731 3.83906 -3.84279
Si 1.30082 -1.42853 -4.45682
H 4.03981 2.46052 -1.73191
H 3.33648 -3.54996 -2.13529
Cl 0.42377 1.55000 0.47442
C 3.68206 -2.95429 -1.28091
H 2.68116 1.63280 -5.58325
C -8.91275 -2.54086 3.36055
H -2.24056 -3.22778 -3.40297
H -3.84670 -0.50611 -0.80636
C 0.56916 2.80064 -3.61936
H -0.84111 -0.16108 -4.76547
H -2.57882 -6.28772 -0.50059
H -8.40672 -1.77970 1.42148
C -5.00435 2.92303 3.73381
C -3.31824 2.88035 2.01430
H 5.32676 0.11254 -3.15181
H 5.02796 -1.51333 -3.76955
H 2.75115 -2.89435 2.11134
C 3.20803 1.94421 -4.67510
H -0.49865 -1.16915 -6.18619
H 2.45437 -1.64152 -6.65824
Ge -5.57612 -0.62661 1.53663
H 1.55765 -5.26957 -0.94671
H 6.07334 -1.28451 -2.34705
C -4.35275 -0.00176 -2.81537
C -0.04388 -0.51862 -5.42839
H -3.32106 1.20317 0.70656
H 3.38783 -0.01658 0.54881
C -3.90797 3.50345 3.10677
H -3.72893 -1.84637 0.33010
C -8.52110 -2.68233 4.68413
C 4.24403 -0.25425 -0.09513
C 3.00973 2.81857 -1.84888
H -6.98856 -2.26667 6.12990
H 1.34915 -3.37135 3.06941
H -8.63324 0.12987 -3.37177
C 1.66394 -3.01821 2.08460
H -7.76515 -2.11156 -2.78276
C -6.47787 -1.51007 4.18625
H -0.00064 -3.47693 -3.73941
C -1.16639 -3.22665 -1.04575
H -2.45090 3.31129 1.52747
Si 3.67385 -1.09991 -1.69817
H -9.86386 -2.94304 3.03115
C -8.08451 -1.88690 2.45182
C -3.33973 -0.35517 -1.77084
C -4.91438 1.07210 2.18026
H 3.04381 3.87393 -2.14763
C -7.57976 -1.26796 -2.12788
Al -0.76698 -0.25861 -0.18546
H 4.74193 0.69528 -0.31868
H 1.79654 -1.00330 3.71050
H -5.52867 -1.10508 4.52744
H -3.18457 -3.93427 -0.85571
C -2.54626 -1.59853 -2.06838
H -6.81076 1.75497 0.14748
C 1.15601 -0.65059 2.90181
C -3.82073 1.67362 1.54889
H 0.07560 2.37248 -4.49797
C 2.80065 -1.47106 -5.62980
C -0.45998 -5.95432 -0.67227
H 2.51378 2.74253 -0.87706
H -9.16219 -3.19604 5.39033
C 5.16619 -0.92898 -2.85479
C -6.56211 -0.36175 -0.12287
H 0.46957 -3.53731 -5.45288
O 0.48546 -1.49864 0.75537
H 3.37887 -0.54552 -5.61012
C -2.26628 -0.82424 2.44037
H -8.14199 2.06383 -1.90892
H 1.38917 -3.73203 1.31195
H 0.15740 -0.41173 3.28410
C -7.03786 0.89962 -0.48097
C -4.21617 -2.00428 1.29872
H 4.69567 -3.28241 -1.01665
C -2.83492 -2.34374 -3.20023
O -2.01468 -0.26304 3.50619
H -6.35774 1.26094 3.76939
H -4.74096 -2.96249 1.25430
C -6.85202 -1.36339 2.84621
O -1.86830 -0.48241 1.27874
H 0.93414 -2.92180 -1.29292
H 4.10962 1.33128 -4.58855
S -2.17594 1.04914 -1.44193
H -3.98334 -2.55734 -5.01290
C -4.55978 -0.76316 -3.91518
C -2.13950 -4.22545 -0.84942
C -7.30183 -2.16150 5.09793
H -5.29439 -0.45470 -4.65346
```

E_LUMO (spin up / spin down) = 3.93 / 3.93 eV
Spin multiplicity = 2
Orbital gap (spin up / spin down) = 4.540 / 5.350 eV
E_HOMO (spin up / spin down) = -0.613 / -1.423 eV
ΔE to the lowest compared entry with this formula, charge and spin = 0.0 kJ/mol
Charge = -2

Record 2
Entry from the OMol25 dataset: a structure of composition C45H62AsN7O2P3S4Ti (the ωB97M-V functional and the def2-TZVPD basis).

```
125
Properties=species:S:1:pos:R:3
H -2.39041 3.36824 -1.82800
C 7.97847 -4.32419 1.05539
H -1.64196 -6.60732 1.39957
N 6.63466 -4.24218 0.83073
C 0.92626 5.16359 0.02852
H -0.72166 -2.69034 3.76591
P -1.00578 3.03547 0.11946
H -1.60003 -6.54862 -1.07495
H 3.30142 0.31498 -0.59440
H -6.36562 -3.68207 -1.29810
H -2.14612 0.20996 5.06345
S -1.48373 -0.21847 -2.87699
C 6.31715 -2.89611 0.71666
H -3.28632 1.97848 1.93949
C 9.77684 -2.70750 1.31365
C 3.87109 -3.27841 0.42842
H 0.92355 -3.15576 3.34340
H -6.85742 -3.50898 1.13046
C 4.75989 -1.10147 0.05466
C 10.17942 -5.09711 1.44055
H 0.31974 5.67607 -0.70436
H -1.10173 4.59853 -1.80229
H 8.48634 -6.41353 1.18980
C -6.99143 1.60861 0.08336
H -5.32581 2.73735 0.84528
C 1.35562 3.28088 1.46381
H 3.80129 5.60152 1.74634
N -4.63832 0.97163 -0.05163
H 5.58483 -0.40810 0.01571
H -3.66141 -2.09139 2.51017
C 4.99371 -2.43629 0.42087
C -0.98365 -4.50329 -1.16129
H -4.21818 2.55247 -1.35998
H -3.02050 2.38829 4.39845
P -3.46530 -0.15310 0.46969
H -5.64030 1.22526 1.73510
H -6.13089 0.33423 -2.21198
C -1.33440 3.54864 -1.62384
C 8.83887 -5.39143 1.22725
H 2.73769 1.22663 3.45204
H -3.71797 0.93067 -1.90348
H -4.65308 -1.83011 -1.89916
H -0.97992 -4.64732 2.69515
C -3.53381 1.49030 4.04725
C -5.83800 -3.35850 0.76310
H -3.14109 4.12764 0.66752
C -0.66628 -3.33099 -0.45633
H 1.77692 -3.42931 0.07324
H 0.51780 -1.44366 3.56986
H 6.00593 -5.00893 0.66904
C -5.60893 1.67329 0.74092
H -0.97854 -4.44556 -2.24120
C -4.22119 -3.77511 -1.07624
C 8.42604 -2.97592 1.09444
C -0.97779 -4.59341 1.61509
H -4.06788 -4.21296 -2.06452
N -3.74181 -0.03765 2.16591
H -7.70412 2.19122 0.67451
C 2.52788 3.88704 1.89317
H -3.50493 -1.83707 4.99812
C -6.90887 2.14907 -1.34155
H 10.88628 -5.90616 1.57294
H -1.97907 1.00983 2.61453
H -1.97280 4.33460 1.97853
C 2.36138 0.86587 2.49314
H -2.18917 -1.21040 2.95776
H 2.22549 -0.21365 2.54446
C -2.10088 4.35771 0.89636
Ti -0.40565 -0.54405 -0.57234
H 0.02821 1.30740 4.34136
H -5.74201 1.79027 -3.13410
As 0.59912 0.37022 -2.99860
H -6.63311 3.20681 -1.30852
C -3.79417 -0.98169 4.38038
C 2.09134 5.76663 0.46900
H -5.79066 -5.13592 -0.47179
H -3.64723 0.48279 5.96197
N 2.41573 -1.50355 -0.25464
N -2.04184 0.11701 -0.00972
N 7.38208 -2.13284 0.88607
H 3.94808 -4.32126 0.70722
C -0.16529 -2.24682 1.71251
H -4.88640 -0.92981 4.36210
C -4.50887 1.49053 -1.39110
C -3.22880 0.31055 4.96663
H -0.75103 2.93434 -2.31350
C -3.97352 -2.26784 -1.14605
H -6.26715 -1.46385 -0.15656
C 3.48313 -0.70385 -0.27371
H -0.61618 2.82956 3.68984
S 0.87354 1.76132 -4.57559
H -1.85917 5.35611 0.53277
C -3.28569 -1.16512 2.95050
O 0.06590 -1.10664 1.17744
H 3.17008 3.39807 2.61334
H 3.08620 1.07304 1.70800
S 0.99662 1.28858 -0.97765
C 2.88896 5.12897 1.40267
C 10.63159 -3.78174 1.48209
S 1.90158 -1.25272 -3.37740
C -5.56042 -1.86516 0.59007
C -1.32584 -5.66995 -0.50534
C -5.84491 1.38449 -2.12649
C 0.26760 2.19477 3.75167
H 10.13310 -1.68988 1.33870
H 11.68487 -3.59647 1.64869
N -4.19357 -1.67464 0.15891
H 1.07564 2.74428 4.23729
H 2.37200 6.74260 0.09404
C -1.34213 -5.70163 0.88786
C 2.63623 -2.77070 0.08401
H -5.70561 -1.32753 1.52805
H -5.14437 -3.77526 1.49725
C -5.63527 -4.05914 -0.57601
H -2.94454 -2.05193 -1.45787
H -3.50162 -4.22488 -0.39139
H -4.60959 1.68534 4.04602
H -7.88276 2.07268 -1.83215
C 0.15567 -2.39595 3.19004
C -3.07057 1.16286 2.63264
P 0.73702 1.64172 2.02118
C -0.62248 -3.37681 0.98703
C 0.54956 3.92530 0.52302
H -7.33282 0.57137 0.06622
O -0.38709 -2.25092 -1.10685
```

E_LUMO (spin up / spin down) = 3.62 / 3.62 eV
Spin multiplicity = 2
Orbital gap (spin up / spin down) = 4.386 / 4.811 eV
E_HOMO (spin up / spin down) = -0.763 / -1.191 eV
ΔE to the lowest compared entry with this formula, charge and spin = 196.6 kJ/mol
Charge = -2